[1]
DFT (ωB97M-V/def2-TZVPD) results for C4H4O5Sr as an isolated structure at a distorted geometry.

Summary:
Relative energy (zero: lowest compared OMol25 entry of this formula, charge and spin) = 3.3372 eV
Kohn-Sham gap (alpha / beta) = 4.658 / 4.658 eV
Total energy = -561.64968 hartree
Strongest force on any atom = 3.7 eV/A
E_LUMO (alpha / beta) = -0.069 / -0.069 Ha
Charge = 0

CARTESIAN COORDINATES (ANGSTROEM)
1 O -3.342 -0.242 -0.781
2 C -2.251 -0.647 -0.347
3 O -1.854 -1.827 -0.201
4 O -1.220 0.272 -0.250
5 C -0.331 0.503 -1.379
6 H -0.601 -0.159 -2.216
7 C -0.536 1.940 -1.840
8 H -1.597 2.134 -2.078
9 H -0.209 2.665 -1.080
10 H 0.086 2.128 -2.729
11 C 1.185 2.536 1.885
12 O 1.946 1.742 1.484
13 O 0.454 3.301 2.327
14 Sr 1.832 -0.127 -0.343

These are the Löwdin partial charges, in e, on atoms 1 to 6:
1. O -0.01
2. C -0.82
3. O -0.06
4. O -0.18
5. C -0.51
6. H 0.08

[2]
DFT (ωB97M-V/def2-TZVPD) results for a 2-piece molecular cluster, C4H4O6S overall at a distorted geometry.

Summary:
Relative energy (zero: lowest compared OMol25 entry of this formula, charge and spin) = 0.6414 eV
Kohn-Sham gap = 7.392 eV
Total energy = -1004.36379 hartree
Strongest force on any atom = 5.3 eV/A
E_LUMO = 0.238 Ha
Charge = -2

CARTESIAN COORDINATES (ANGSTROEM)
1 C 0.157 -1.352 0.198
2 C -0.323 -0.074 0.191
3 C 0.114 0.487 -2.409
4 C 0.145 0.874 -0.746
5 O 0.101 1.368 -3.195
6 O 1.743 2.979 -0.675
7 O 0.098 -0.688 -2.573
8 O 2.580 0.729 -1.442
9 O 2.175 1.216 0.890
10 O -0.985 2.442 -0.606
11 S 1.784 1.517 -0.498
12 H -0.214 -1.881 1.048
13 H 1.138 -1.625 -0.434
14 H -1.114 0.085 0.984
15 H -0.189 2.925 -0.704

These are the Löwdin partial charges, in e, on atoms 1 to 6:
1. C -0.02
2. C -0.21
3. C -0.81
4. C -0.22
5. O 0.02
6. O -0.38

[3]
DFT (ωB97M-V/def2-TZVPD) results for C4H4OS as an isolated structure at a distorted geometry.

Summary:
Relative energy (zero: lowest compared OMol25 entry of this formula, charge and spin) = 3.8048 eV
Kohn-Sham gap = 9.505 eV
Total energy = -628.09518 hartree
Strongest force on any atom = 6.7 eV/A
E_LUMO = 0.010 Ha
Charge = 0

CARTESIAN COORDINATES (ANGSTROEM)
1 C 0.226 0.004 -0.008
2 C -0.788 -0.009 -1.324
3 C 0.438 -0.521 -1.830
4 C 0.389 1.245 0.087
5 O 0.541 -1.739 -2.197
6 S -0.724 1.758 -1.203
7 H 0.806 -0.864 0.267
8 H -1.668 -0.534 -1.628
9 H 1.388 0.181 -1.654
10 H 1.018 1.717 0.731

These are the Löwdin partial charges, in e, on atoms 1 to 6:
1. C -0.21
2. C -0.44
3. C -0.42
4. C -0.37
5. O -0.02
6. S 0.97

[4]
DFT (ωB97M-V/def2-TZVPD) results for a single C4H4OS molecule at a distorted geometry.

Summary:
Relative energy (zero: lowest compared OMol25 entry of this formula, charge and spin) = 1.4280 eV
<S²> = 2.02
Kohn-Sham gap (alpha / beta) = 7.486 / 7.413 eV
2S+1 = 3
Total energy = -628.05268 hartree
Strongest force on any atom = 3.1 eV/A
E_LUMO (alpha / beta) = 0.030 / -0.057 Ha
Charge = 0

CARTESIAN COORDINATES (ANGSTROEM)
1 C -1.471 1.263 0.095
2 C -1.112 -0.009 0.041
3 C -3.542 0.319 0.011
4 C 0.259 -0.606 -0.027
5 O -4.658 0.652 -0.078
6 S -2.559 -1.086 0.035
7 H -0.939 2.188 0.130
8 H 0.579 -0.950 0.956
9 H 0.973 0.131 -0.386
10 H 0.253 -1.458 -0.706

These are the Löwdin partial charges, in e, on atoms 1 to 6:
1. C 0.06
2. C -0.67
3. C -0.58
4. C -0.11
5. O 0.08
6. S 0.93

[5]
DFT (ωB97M-V/def2-TZVPD) results for C4H4OS2 as an isolated structure at a distorted geometry.

Summary:
Relative energy (zero: lowest compared OMol25 entry of this formula, charge and spin) = 1.4488 eV
Kohn-Sham gap = 8.351 eV
Total energy = -1026.36132 hartree
Strongest force on any atom = 1.4 eV/A
E_LUMO = -0.025 Ha
Charge = 0

CARTESIAN COORDINATES (ANGSTROEM)
1 C -0.214 -1.855 0.757
2 C -1.023 -0.704 0.179
3 C -0.701 -0.336 -1.331
4 C -0.283 0.963 -0.751
5 H -0.585 -2.848 0.460
6 H -2.069 -0.763 0.490
7 H 0.161 -0.746 -1.825
8 H -1.597 -0.343 -1.931
9 O -0.552 0.598 0.527
10 S 1.123 -1.673 1.642
11 S 0.242 2.393 -1.300

These are the Löwdin partial charges, in e, on atoms 1 to 6:
1. C -0.59
2. C -0.34
3. C -0.07
4. C -0.87
5. H 0.06
6. H 0.15

[6]
DFT (ωB97M-V/def2-TZVPD) results for a single C4H4OS2 molecule at a distorted geometry.

Summary:
Relative energy (zero: lowest compared OMol25 entry of this formula, charge and spin) = 2.1552 eV
Kohn-Sham gap = 8.714 eV
Total energy = -1026.33536 hartree
Strongest force on any atom = 1.3 eV/A
E_LUMO = -0.019 Ha
SMILES = C#C[C@@H](O)C(=S)S
Charge = 0

CARTESIAN COORDINATES (ANGSTROEM)
1 C -0.023 -0.452 0.549
2 C -1.155 0.130 -0.276
3 C -2.006 0.614 -0.971
4 C 1.269 0.047 -0.066
5 H 0.245 -2.229 -0.181
6 H -0.137 -0.016 1.552
7 H -2.787 0.939 -1.616
8 H 0.610 2.043 0.918
9 O -0.044 -1.850 0.661
10 S 1.646 1.706 0.137
11 S 2.382 -0.932 -0.708

These are the Löwdin partial charges, in e, on atoms 1 to 6:
1. C -0.50
2. C -0.08
3. C 0.13
4. C -1.18
5. H 0.06
6. H 0.15

[7]
DFT (ωB97M-V/def2-TZVPD) results for a single C4H4OS3 molecule at a distorted geometry.

Summary:
Relative energy (zero: lowest compared OMol25 entry of this formula, charge and spin) = 1.6177 eV
Kohn-Sham gap = 6.927 eV
Total energy = -1424.54468 hartree
Strongest force on any atom = 1.8 eV/A
E_LUMO = -0.078 Ha
SMILES = S=COCC(=S)C=S
Charge = 0

CARTESIAN COORDINATES (ANGSTROEM)
1 C 2.281 -0.235 0.220
2 C -0.047 -0.388 0.619
3 C -0.737 0.669 -0.240
4 C -2.172 0.351 -0.657
5 H 3.213 0.097 0.723
6 H -0.588 -0.370 1.606
7 H -0.010 -1.384 0.100
8 H -2.642 1.203 -1.168
9 O 1.272 0.020 0.999
10 S 2.332 -0.982 -1.195
11 S 0.006 2.082 -0.611
12 S -2.909 -1.062 -0.397

These are the Löwdin partial charges, in e, on atoms 1 to 6:
1. C -0.78
2. C -0.28
3. C -0.77
4. C -0.67
5. H 0.09
6. H 0.15

[8]
DFT (ωB97M-V/def2-TZVPD) results for a 2-piece molecular cluster, C4H4P2 overall at a distorted geometry.

Summary:
Relative energy (zero: lowest compared OMol25 entry of this formula, charge and spin) = 3.2736 eV
Kohn-Sham gap (alpha / beta) = 6.956 / 6.955 eV
Total energy = -837.28781 hartree
Strongest force on any atom = 3.3 eV/A
E_LUMO (alpha / beta) = -0.063 / -0.063 Ha
SMILES = P=C=C=P.C#C
Charge = 0

CARTESIAN COORDINATES (ANGSTROEM)
1 C 0.754 -2.061 0.459
2 C 1.183 -1.134 -0.219
3 C -0.534 1.422 -0.480
4 C -0.974 0.792 0.492
5 P 0.245 1.980 -1.847
6 P -1.566 0.024 1.813
7 H 0.073 -2.458 1.175
8 H 1.901 -0.819 -0.935
9 H 0.262 3.500 -1.662
10 H -1.345 -1.247 1.203

These are the Löwdin partial charges, in e, on atoms 1 to 6:
1. C -0.02
2. C -0.04
3. C -0.64
4. C -0.66
5. P 0.77
6. P 0.85

[9]
DFT (ωB97M-V/def2-TZVPD) results for a single C4H4S2 molecule at a distorted geometry.

Summary:
Relative energy (zero: lowest compared OMol25 entry of this formula, charge and spin) = 3.2639 eV
Kohn-Sham gap = 7.797 eV
Total energy = -951.05255 hartree
Strongest force on any atom = 6.9 eV/A
E_LUMO = -0.040 Ha
SMILES = C#CC(=S)SC
Charge = 0

CARTESIAN COORDINATES (ANGSTROEM)
1 C 0.354 1.362 1.080
2 C -1.112 -0.974 0.091
3 C 0.048 -0.922 -0.744
4 C 0.726 -0.870 -1.843
5 H 0.515 1.585 -0.013
6 H 1.085 0.602 1.236
7 H 0.385 2.269 1.770
8 H 1.355 -1.246 -2.709
9 S -1.387 0.545 1.226
10 S -1.970 -2.351 -0.094

These are the Löwdin partial charges, in e, on atoms 1 to 6:
1. C -0.36
2. C -1.10
3. C -0.30
4. C 0.13
5. H 0.04
6. H 0.00

[10]
DFT (ωB97M-V/def2-TZVPD) results for a single C4H4S2 molecule at a distorted geometry.

Summary:
Relative energy (zero: lowest compared OMol25 entry of this formula, charge and spin) = 3.6655 eV
Kohn-Sham gap (alpha / beta) = 7.221 / 7.160 eV
Total energy = -951.03779 hartree
Strongest force on any atom = 2.3 eV/A
E_LUMO (alpha / beta) = -0.054 / -0.057 Ha
Charge = 0

CARTESIAN COORDINATES (ANGSTROEM)
1 C 0.231 -0.588 1.044
2 C 0.572 0.678 1.318
3 C 0.053 -0.899 -0.348
4 C -0.725 0.327 -0.827
5 S 1.953 0.768 2.228
6 S -0.241 1.876 0.251
7 H 1.035 -1.052 -0.827
8 H -0.468 -1.875 -0.322
9 H -0.647 0.712 -1.866
10 H -1.763 0.053 -0.650

These are the Löwdin partial charges, in e, on atoms 1 to 6:
1. C -0.13
2. C -1.21
3. C -0.26
4. C -0.37
5. S 0.70
6. S 0.86

[11]
DFT (ωB97M-V/def2-TZVPD) results for an isolated ion of composition C4H5 and charge +1 at a distorted geometry.

Summary:
Relative energy (zero: lowest compared OMol25 entry of this formula, charge and spin) = 0.0000 eV
Kohn-Sham gap (alpha / beta) = 8.415 / 8.414 eV
Total energy = -155.00067 hartree
Strongest force on any atom = 1.7 eV/A
E_LUMO (alpha / beta) = -0.265 / -0.265 Ha
Charge = +1

CARTESIAN COORDINATES (ANGSTROEM)
1 H -2.774 0.538 0.087
2 C 1.510 -0.918 -0.132
3 C 0.501 -0.127 -0.130
4 C -0.688 0.504 -0.401
5 C -1.822 0.011 0.184
6 H 2.236 -0.883 -0.956
7 H 1.613 -1.682 0.648
8 H -0.703 1.380 -1.052
9 H -1.795 -0.902 0.780

These are the Löwdin partial charges, in e, on atoms 1 to 6:
1. H 0.11
2. C 0.17
3. C 0.11
4. C -0.09
5. C 0.17
6. H 0.14

[12]
DFT (ωB97M-V/def2-TZVPD) results for a 26-piece molecular cluster, C4H50BO33 overall at a distorted geometry.

Summary:
Relative energy (zero: lowest compared OMol25 entry of this formula, charge and spin) = 0.0000 eV
Kohn-Sham gap = 8.273 eV
Total energy = -2690.47845 hartree
Strongest force on any atom = 8.0 eV/A
E_LUMO = 0.037 Ha
Charge = -1

CARTESIAN COORDINATES (ANGSTROEM)
1 O 1.779 2.369 1.704
2 C 0.946 1.618 1.272
3 O 0.998 1.132 0.142
4 B 0.063 -0.042 0.098
5 O -0.383 -0.191 1.490
6 C -0.053 0.883 2.056
7 O -0.353 1.031 3.211
8 O 0.646 -1.251 -0.514
9 C -0.097 -1.528 -1.520
10 O 0.016 -2.535 -2.275
11 C -1.160 -0.623 -1.615
12 O -1.092 0.249 -0.771
13 O -2.079 -0.664 -2.407
14 O -3.481 1.930 3.595
15 H -2.937 1.369 4.177
16 H -2.876 2.682 3.356
17 O 3.849 -1.595 -0.403
18 H 3.260 -2.370 -0.452
19 H 3.484 -1.015 -1.063
20 O 2.168 2.043 -2.703
21 H 2.560 1.861 -3.556
22 H 2.571 1.483 -2.008
23 O 2.167 -3.901 0.019
24 H 2.160 -4.849 -0.013
25 H 1.275 -3.785 0.335
26 O 0.319 1.214 6.026
27 H -0.222 1.829 5.525
28 H 0.071 0.369 5.643
29 O 0.923 5.057 1.687
30 H 1.837 5.417 1.628
31 H 0.610 5.243 2.590
32 O 4.185 1.425 -0.763
33 H 4.209 0.661 -0.147
34 H 4.101 2.204 -0.182
35 O -0.328 3.109 -2.340
36 H 0.398 2.485 -2.407
37 H -1.082 2.564 -2.484
38 O 1.286 -2.690 -4.784
39 H 0.587 -2.272 -4.231
40 H 1.564 -3.343 -4.121
41 O 2.628 -4.025 -2.587
42 H 2.426 -4.943 -2.811
43 H 2.448 -3.995 -1.675
44 O -1.118 3.387 4.844
45 H -1.372 3.356 3.918
46 H -1.910 3.157 5.342
47 O 3.759 -0.030 1.898
48 H 2.934 -0.361 2.246
49 H 3.985 -0.731 1.281
50 O -2.350 1.744 -3.225
51 H -2.196 0.867 -2.886
52 H -3.320 1.790 -3.313
53 O 0.027 -3.396 1.400
54 H -0.326 -3.489 2.299
55 H -0.665 -2.941 0.926
56 O -3.306 1.910 -0.032
57 H -3.357 2.857 -0.140
58 H -2.998 1.530 -0.846
59 O -2.322 0.330 5.079
60 H -2.937 -0.410 5.040
61 H -1.632 0.267 4.411
62 O 0.054 -5.360 -1.898
63 H 0.006 -4.421 -2.098
64 H -0.871 -5.692 -1.980
65 O 2.766 -0.946 -2.752
66 H 3.465 -0.771 -3.386
67 H 2.427 -1.847 -2.805
68 O 1.624 3.711 4.204
69 H 1.566 3.528 3.289
70 H 0.712 3.882 4.419
71 O 3.312 4.013 0.473
72 H 2.786 3.307 0.894
73 H 3.727 4.446 1.219
74 O -2.331 -2.475 0.282
75 H -2.532 -2.941 1.054
76 H -3.216 -2.137 0.160
77 O -4.798 0.693 -2.249
78 H -4.505 -0.041 -1.717
79 H -5.122 1.284 -1.573
80 O -2.071 -1.798 3.263
81 H -1.133 -1.528 3.483
82 H -2.350 -1.240 2.565
83 O -2.324 0.189 -6.011
84 H -2.150 -0.444 -6.687
85 H -1.805 -0.141 -5.246
86 O -2.442 -2.484 -4.363
87 H -2.787 -3.287 -3.956
88 H -2.301 -1.942 -3.568

These are the Löwdin partial charges, in e, on atoms 1 to 6:
1. O 0.14
2. C -0.42
3. O 0.32
4. B -0.77
5. O 0.28
6. C -0.38